[1]
# C5H10AuO3

A molecular structure, C5H10AuO3 (wB97M-V/def2-TZVPD, the Open Molecules 2025 dataset).

As for the expectation value of S²: 2.025. The energy above the lowest of the compared OMol25 structures with the same formula, charge and spin is 211.8 kJ/mol. The calculation puts the gap between HOMO and LUMO (alpha / beta) at 9.1 / 6.0 eV. As for the HOMO energy (alpha / beta): -13.0 / -12.8 eV. The value obtained for the LUMO energy (alpha / beta) is -3.951 / -6.810 eV.

```
! RIJCOSX wB97M-V def2-TZVPD def2/J DEFGRID3
* xyz 1 3
O 0.55 -1.67 1.28
C 0.18 -2.91 0.94
C -0.49 -3.22 -0.21
O -1.65 -0.21 -0.41
C -1.14 0.73 -1.32
C -0.36 1.83 -0.62
O 0.52 1.18 0.31
C 1.45 2.03 0.97
Au -0.42 -0.31 0.99
H 0.75 -3.72 1.43
H -0.98 -4.19 -0.29
H -0.29 -2.64 -1.12
H -1.94 1.21 -1.91
H -0.46 0.23 -2.03
H -1.01 2.52 -0.07
H 0.24 2.41 -1.34
H 2.00 1.42 1.69
H 2.14 2.46 0.23
H 0.92 2.85 1.48
*
```



[2]
# C27H29FN2O3SbSe5W

A molecular structure, C27H29FN2O3SbSe5W (wB97M-V/def2-TZVPD, the Open Molecules 2025 dataset).

As for the expectation value of S²: 2.045. The energy above the lowest of the compared OMol25 structures with the same formula, charge and spin is 38.5 kJ/mol. The calculation puts the gap between HOMO and LUMO (alpha / beta) at 5.8 / 5.9 eV. As for the HOMO energy (alpha / beta): -4.4 / -4.6 eV. The value obtained for the LUMO energy (alpha / beta) is 1.352 / 1.318 eV.

```
! RIJCOSX wB97M-V def2-TZVPD def2/J DEFGRID3
* xyz -1 3
W 0.44 -0.03 -0.13
C -1.42 3.65 1.11
C -1.31 2.25 1.67
C -0.11 1.80 2.23
C 0.99 2.76 2.60
C 0.02 0.45 2.62
C 1.23 0.05 3.44
C -1.05 -0.44 2.44
C -0.97 -1.85 2.97
C -2.25 0.02 1.86
C -3.33 -0.96 1.50
C -2.40 1.38 1.56
C -3.72 1.89 1.05
H -1.77 4.36 1.86
H -2.11 3.67 0.27
H -0.46 3.99 0.74
H 1.15 2.72 3.68
H 0.75 3.78 2.34
H 1.94 2.51 2.13
H 1.07 0.35 4.48
H 2.13 0.54 3.08
H 1.42 -1.02 3.41
H -0.43 -1.87 3.91
H -0.46 -2.52 2.27
H -1.96 -2.26 3.15
H -4.06 -1.09 2.31
H -2.91 -1.93 1.27
H -3.87 -0.62 0.61
H -4.55 1.31 1.47
H -3.80 1.82 -0.04
H -3.87 2.93 1.34
Se 5.23 1.79 1.14
Sb 3.88 0.66 -0.48
Se 2.56 -1.20 0.63
Se 1.71 2.02 -0.70
Se 4.64 -0.02 -2.65
C -1.72 -5.91 -4.39
C -0.56 -5.14 -4.99
C -0.84 -4.76 -6.44
C 0.37 -4.09 -7.05
C 0.81 -2.92 -6.20
C 1.51 -1.87 -6.75
C 1.89 -0.79 -5.96
F 2.58 0.20 -6.55
C 1.58 -0.71 -4.63
C 0.86 -1.77 -4.06
C 0.50 -1.69 -2.66
O 0.84 -0.64 -2.03
C -0.20 -2.78 -2.11
C -0.52 -3.84 -2.92
N -0.23 -3.92 -4.22
C 0.48 -2.88 -4.83
C -0.67 -2.88 -0.69
O -1.19 -3.90 -0.28
O -0.57 -1.79 0.00
H -1.99 -6.71 -5.08
H -2.59 -5.26 -4.27
H -1.49 -6.37 -3.44
H 0.34 -5.78 -4.98
H -1.70 -4.08 -6.46
H -1.11 -5.66 -6.99
H 0.16 -3.74 -8.06
H 1.19 -4.81 -7.13
H 1.77 -1.87 -7.80
H 1.90 0.12 -4.02
H -1.04 -4.66 -2.47
Se -3.67 0.43 -2.86
C -2.26 0.58 -1.79
N -1.33 0.65 -1.09
*
```



[3]
# C39H40NO2Si

2 unconnected molecules or ions with the total composition C39H40NO2Si (wB97M-V/def2-TZVPD, the Open Molecules 2025 dataset).

The energy above the lowest of the compared OMol25 structures with the same formula, charge and spin is 0.0 kJ/mol. The calculation puts the gap between HOMO and LUMO at 5.4 eV. As for the HOMO energy: -10.4 eV. The value obtained for the LUMO energy is -4.959 eV.

```
! RIJCOSX wB97M-V def2-TZVPD def2/J DEFGRID3
* xyz 1 1
C -6.29 6.67 -0.92
O -6.43 5.23 -0.83
C -5.29 4.50 -0.69
C -5.43 3.09 -0.57
C -4.31 2.29 -0.57
C -3.00 2.84 -0.70
C -1.88 1.96 -0.79
C -0.59 2.43 -1.02
C 0.60 1.72 -0.85
C 1.83 2.47 -0.83
C 2.87 2.17 0.09
C 3.73 3.16 0.50
C 3.74 4.41 -0.16
O 4.59 5.34 0.33
C 4.79 6.56 -0.43
C 2.88 4.62 -1.27
C 1.96 3.66 -1.61
C -2.88 4.26 -0.73
C -3.99 5.07 -0.75
H -7.32 7.02 -1.01
H -5.82 7.07 -0.01
H -5.70 6.96 -1.81
H -6.42 2.66 -0.53
H -4.40 1.21 -0.49
H -2.06 0.88 -0.72
H -0.49 3.48 -1.31
H 0.58 0.68 -0.54
H 2.93 1.19 0.55
H 4.42 3.00 1.33
H 5.66 7.02 0.05
H 5.00 6.36 -1.49
H 3.92 7.22 -0.35
H 2.95 5.55 -1.85
H 1.29 3.85 -2.46
H -1.90 4.73 -0.73
H -3.88 6.15 -0.85
C 1.51 -0.70 4.25
C 1.31 -2.08 4.37
C 0.88 -2.83 3.27
C 0.71 -2.22 2.01
Si 0.36 -3.23 0.47
C 0.58 -5.04 0.89
C -0.51 -5.92 0.80
C -0.40 -7.25 1.24
C 0.81 -7.71 1.77
C 1.92 -6.85 1.83
C 1.81 -5.53 1.39
C -1.36 -3.04 -0.23
C -2.38 -2.38 0.47
C -3.65 -2.26 -0.11
C -3.90 -2.79 -1.38
C -2.90 -3.48 -2.06
C -1.63 -3.61 -1.49
C 1.43 -2.62 -0.96
C 2.90 -3.08 -0.93
C 3.72 -1.92 -1.52
C 2.75 -0.74 -1.69
N 1.45 -1.17 -1.15
C 0.88 -0.84 1.92
C 1.28 -0.07 3.02
H 1.83 -0.12 5.11
H 1.50 -2.58 5.31
H 0.68 -3.90 3.38
H -1.45 -5.57 0.38
H -1.26 -7.91 1.18
H 0.89 -8.74 2.14
H 2.87 -7.21 2.23
H 2.68 -4.87 1.45
H -2.17 -1.98 1.47
H -4.44 -1.74 0.44
H -4.89 -2.67 -1.83
H -3.09 -3.92 -3.04
H -0.85 -4.15 -2.03
H 0.96 -3.11 -1.83
H 3.22 -3.29 0.10
H 3.03 -4.00 -1.51
H 4.56 -1.63 -0.88
H 4.11 -2.18 -2.51
H 3.08 0.15 -1.13
H 2.67 -0.44 -2.75
H 0.67 -0.83 -1.71
H 0.72 -0.36 0.95
H 1.42 1.01 2.92
*
```